Entry 1:
Formula: C12H11CdN2O5S3
Source: the OMol25 dataset
Level of theory: the ωB97M-V functional and the def2-TZVPD basis

The geometry in XYZ format:
```
34
Properties=species:S:1:pos:R:3:forces:R:3
Cd 1.092 -1.766 -0.626 -0.151 -0.262 -0.150
O 0.681 1.971 2.144 0.001 -0.406 0.038
C 0.607 0.695 1.716 -0.211 0.293 0.136
O 0.410 0.402 0.564 0.327 0.363 0.588
C 0.708 -0.292 2.842 0.067 -0.283 -0.308
O 1.176 -1.495 2.305 0.172 -0.340 0.294
C 0.354 -2.655 2.518 0.081 0.172 -0.268
C -0.885 -2.509 1.633 -0.496 0.111 -0.506
O -1.901 -1.979 2.122 0.425 -0.256 -0.249
O -0.727 -2.868 0.406 0.175 0.364 0.824
H 0.552 2.522 1.365 -0.046 0.292 -0.304
H -0.304 -0.385 3.238 -0.200 -0.039 0.134
H 1.370 0.081 3.624 0.086 0.031 0.014
H 0.091 -2.776 3.568 -0.023 0.107 0.120
H 0.964 -3.482 2.172 0.054 -0.140 0.031
S 5.354 -3.246 -1.533 -0.169 0.091 0.005
C 3.805 -2.707 -1.255 0.092 -0.171 0.005
S 3.491 -1.062 -0.731 -0.020 0.087 -0.039
S 2.413 -3.757 -1.440 0.093 0.137 -0.022
N -2.500 0.422 -0.682 0.159 0.117 -0.071
C -1.755 -0.683 -0.952 -0.083 0.426 -0.393
N -0.698 -0.409 -1.683 -0.371 -0.175 0.163
C -0.743 0.971 -1.889 0.133 -0.341 -0.176
C 0.135 1.794 -2.585 0.154 0.037 0.003
C -0.144 3.149 -2.625 -0.032 -0.013 0.018
C -1.277 3.681 -1.990 0.007 -0.044 0.018
C -2.161 2.870 -1.297 0.043 -0.020 0.041
C -1.865 1.511 -1.260 -0.234 -0.162 0.044
H -3.289 0.438 -0.063 -0.068 -0.044 0.062
H -2.001 -1.661 -0.554 0.076 0.129 -0.046
H 1.021 1.379 -3.051 -0.063 0.018 0.011
H 0.524 3.816 -3.155 0.002 -0.015 0.008
H -1.464 4.747 -2.044 0.005 -0.036 0.000
H -3.033 3.282 -0.803 0.013 -0.027 -0.024
```
Forces are in eV/Å.

Computed properties:
Charge   -1
Gap between HOMO and LUMO   6.003 eV
E   -62914.3891 eV

Just the natural (NBO) charges please, in e? Sure, here they are:
1 Cd 1.4965
2 O -0.6770
3 C 0.8061
4 O -0.6421
5 C -0.1874
6 O -0.5261
7 C -0.1756
8 C 0.7404
9 O -0.7291
10 O -0.8471
11 H 0.4979
12 H 0.2351
13 H 0.2024
14 H 0.1732
15 H 0.2152
16 S -0.2122
17 C -0.5102
18 S -0.4519
19 S -0.4271
20 N -0.5380
21 C 0.2500
22 N -0.5846
23 C 0.1752
24 C -0.2158
25 C -0.2369
26 C -0.2266
27 C -0.2520
28 C 0.0837
29 H 0.4231
30 H 0.2740
31 H 0.2366
32 H 0.2114
33 H 0.2072
34 H 0.2115

---

Entry 2:
Formula: C12H11F3I2MnN3O3S
Source: the OMol25 dataset
Level of theory: the ωB97M-V functional and the def2-TZVPD basis

The geometry in XYZ format:
```
36
Properties=species:S:1:pos:R:3:forces:R:3
Mn 10.075 -9.079 -8.003 0.982 0.128 -0.799
I 12.106 -8.182 -6.164 -0.551 1.661 0.629
C 11.555 -5.998 -5.733 0.490 0.903 0.241
I 9.648 -5.066 -5.403 0.174 -0.865 -0.109
H 11.891 -5.439 -6.605 0.218 -0.628 -0.081
H 12.128 -5.627 -4.854 -0.152 -1.079 -0.635
N 7.198 -10.388 -8.821 -2.037 -0.037 -0.189
C 8.216 -11.086 -9.453 -0.165 -0.426 1.112
C 7.848 -12.017 -10.433 0.367 1.144 0.614
C 8.823 -12.734 -11.042 1.154 -0.847 0.938
C 10.113 -12.673 -10.485 0.754 0.830 -0.231
C 10.381 -11.733 -9.496 -0.478 -1.318 -1.037
N 9.446 -10.957 -8.962 -0.541 0.469 -0.453
C 7.153 -9.631 -7.675 2.322 0.712 1.170
C 5.955 -9.442 -6.988 -0.855 -1.043 -0.731
C 5.895 -8.961 -5.723 2.212 0.982 1.081
C 7.101 -8.437 -5.170 0.128 -0.356 -0.649
C 8.274 -8.536 -5.911 -0.712 0.305 0.067
N 8.324 -9.123 -7.138 -2.850 -0.497 0.696
H 6.267 -10.774 -9.050 0.879 0.588 0.042
H 6.821 -12.154 -10.641 -0.896 0.038 -0.504
H 8.568 -13.448 -11.796 0.050 -0.217 -0.413
H 10.976 -13.227 -10.855 -0.497 -0.057 -0.084
H 11.357 -11.595 -9.111 0.861 -0.066 0.199
H 5.058 -9.840 -7.424 -0.271 -0.169 -0.248
H 5.031 -9.007 -5.082 -0.403 0.156 -0.331
H 7.104 -7.960 -4.202 0.089 -0.079 0.088
H 9.247 -8.125 -5.575 -0.960 -0.317 0.041
F 11.815 -6.193 -9.137 0.313 -0.485 -1.812
C 11.744 -6.596 -10.470 -0.369 1.586 0.181
F 12.961 -6.816 -10.970 -0.986 0.217 0.646
F 11.147 -5.565 -11.164 0.897 -1.915 1.072
S 10.708 -8.153 -10.452 -1.382 0.399 -0.324
O 9.477 -7.653 -9.683 2.269 -1.516 -1.273
O 10.569 -8.671 -11.796 -0.044 0.977 1.706
O 11.468 -9.058 -9.529 -0.010 0.822 -0.623
```
Forces are in eV/Å.

Computed properties:
Energy relative to the best compared isomer or geometry (same formula, charge and spin)   0.00 kcal per mole
Expectation value of S²   8.755
Charge   +1
Gap between HOMO and LUMO (spin up / spin down)   7.547 / 7.471 eV
E   -89739.6128 eV
Spin multiplicity   6

Just the natural (NBO) charges please, in e? Sure, here they are:
1 Mn 1.4472
2 I 0.1660
3 C -0.6728
4 I 0.2206
5 H 0.2313
6 H 0.2448
7 N -0.5554
8 C 0.3958
9 C -0.2614
10 C -0.1023
11 C -0.2525
12 C 0.0826
13 N -0.6046
14 C 0.4270
15 C -0.2693
16 C -0.0959
17 C -0.2627
18 C 0.0527
19 N -0.6588
20 H 0.4161
21 H 0.2276
22 H 0.2416
23 H 0.2461
24 H 0.2099
25 H 0.2291
26 H 0.2469
27 H 0.2453
28 H 0.2086
29 F -0.3413
30 C 0.7393
31 F -0.2828
32 F -0.2994
33 S 2.2495
34 O -0.9852
35 O -0.8590
36 O -1.0246

---

Entry 3:
Formula: C12H11N2SbSe4W
Source: the OMol25 dataset
Level of theory: the ωB97M-V functional and the def2-TZVPD basis

The geometry in XYZ format:
```
31
Properties=species:S:1:pos:R:3:forces:R:3
W -0.788 -0.322 0.507 -0.698 0.666 -1.554
C -2.480 0.206 -2.086 0.049 0.095 0.317
N -1.625 0.749 -0.974 0.032 0.108 0.331
C -1.575 2.104 -0.903 -0.365 -0.164 -0.341
C -0.794 2.583 0.082 0.343 0.411 0.164
C -0.405 3.852 0.546 0.311 0.197 0.290
C 0.504 3.632 1.575 -0.155 0.232 -0.108
C 0.627 2.252 1.721 -0.032 -0.102 -0.187
N -0.145 1.596 0.817 0.446 0.110 0.735
C -2.123 0.863 -3.387 -0.084 -0.011 -0.156
C -3.117 1.500 -4.121 -0.004 0.079 -0.099
C -2.812 2.098 -5.340 0.016 -0.042 0.086
C -1.510 2.069 -5.816 0.035 -0.033 0.044
C -0.510 1.440 -5.080 -0.051 0.048 -0.067
C -0.814 0.837 -3.872 -0.074 0.023 -0.043
H -3.515 0.418 -1.802 -0.022 -0.025 -0.075
H -2.369 -0.871 -2.098 0.131 -0.169 -0.041
H -2.145 2.728 -1.580 0.005 -0.120 -0.152
H -0.747 4.805 0.164 0.028 -0.082 0.015
H 1.025 4.374 2.160 -0.036 -0.036 -0.029
H 1.250 1.714 2.417 0.049 0.066 0.062
H -4.137 1.523 -3.751 0.040 -0.011 -0.015
H -3.589 2.585 -5.914 -0.003 -0.015 0.026
H -1.273 2.535 -6.764 0.008 -0.014 0.022
H 0.503 1.415 -5.459 -0.017 -0.005 0.019
H -0.026 0.342 -3.316 0.025 -0.050 0.070
Se 0.536 -0.899 2.677 0.256 0.464 0.169
Sb -0.715 -2.785 1.776 -0.066 -0.646 0.349
Se -2.809 -1.132 1.338 -0.024 -0.197 -0.021
Se 0.150 -2.034 -0.742 -0.052 0.024 0.031
Se -1.259 -4.973 1.978 -0.092 -0.802 0.157
```
Forces are in eV/Å.

Computed properties:
Energy relative to the best compared isomer or geometry (same formula, charge and spin)   8.96 kcal per mole
Charge   +2
Gap between HOMO and LUMO   4.953 eV
E   -285334.8456 eV

Just the natural (NBO) charges please, in e? Sure, here they are:
1 W 0.6705
2 C -0.2558
3 N -0.5534
4 C 0.1931
5 C -0.0133
6 C -0.0363
7 C -0.2760
8 C 0.1614
9 N -0.6335
10 C -0.0187
11 C -0.2167
12 C -0.1844
13 C -0.1706
14 C -0.1834
15 C -0.2442
16 H 0.2337
17 H 0.2294
18 H 0.2710
19 H 0.2701
20 H 0.2779
21 H 0.2356
22 H 0.2224
23 H 0.2415
24 H 0.2417
25 H 0.2367
26 H 0.2006
27 Se -0.1117
28 Sb 1.0057
29 Se 0.1189
30 Se 0.1568
31 Se -0.0690

---

Entry 4:
Formula: C12H11NO
Source: the OMol25 dataset
Level of theory: the ωB97M-V functional and the def2-TZVPD basis

The geometry in XYZ format:
```
25
Properties=species:S:1:pos:R:3:forces:R:3
C -0.123 -0.331 -3.651 1.441 0.201 -0.096
C 0.477 0.520 -2.851 -0.879 0.439 -1.236
C 0.877 1.696 -2.497 -0.170 -0.793 0.107
N 1.368 2.605 -1.897 -0.048 2.185 1.169
C 1.776 2.493 -0.462 1.902 -0.451 -0.382
C 0.928 1.561 0.344 -0.875 0.114 -0.467
C 0.806 0.222 0.213 2.900 0.829 -1.392
O 1.661 -0.644 -0.538 -0.812 1.873 0.721
C -0.142 -0.478 0.945 -3.737 -2.615 0.946
C -1.476 0.035 1.105 1.843 -1.150 0.122
C -2.316 -0.636 1.924 -1.972 -0.728 2.379
C -2.021 -1.846 2.589 0.418 1.846 -0.861
C -0.807 -2.390 2.316 1.226 -0.506 -0.591
C 0.064 -1.797 1.415 0.113 1.821 0.027
H 0.125 -1.321 -3.403 -0.712 -1.690 0.368
H -0.461 -0.175 -4.661 -0.287 0.499 -0.087
H 1.799 3.479 0.042 -0.126 -0.404 -0.792
H 2.857 2.174 -0.585 -1.020 0.144 0.622
H 0.147 2.095 0.936 0.761 -0.793 -0.308
H 1.666 -0.173 -1.392 0.329 -0.498 -0.078
H -1.895 0.820 0.536 0.250 1.244 -0.344
H -3.243 -0.184 2.331 0.307 -0.075 -1.137
H -2.740 -2.158 3.291 -0.457 -0.813 0.801
H -0.288 -3.219 2.749 -0.852 -0.960 0.633
H 0.961 -2.347 1.199 0.456 0.282 -0.124
```
Forces are in eV/Å.

Computed properties:
Energy relative to the best compared isomer or geometry (same formula, charge and spin)   113.07 kcal per mole
Charge   0
SMILES   C=C=C=NC/C=C(\O)c1ccccc1
Gap between HOMO and LUMO   8.176 eV
E   -16155.0811 eV

Just the natural (NBO) charges please, in e? Sure, here they are:
1 C -0.3232
2 C -0.2570
3 C 0.3652
4 N -0.3756
5 C -0.2708
6 C -0.3056
7 C 0.3203
8 O -0.7130
9 C -0.0852
10 C -0.2034
11 C -0.2051
12 C -0.2159
13 C -0.2049
14 C -0.1755
15 H 0.2053
16 H 0.2067
17 H 0.2216
18 H 0.2217
19 H 0.2225
20 H 0.4930
21 H 0.2203
22 H 0.2076
23 H 0.2145
24 H 0.2146
25 H 0.2218

---

Entry 5:
Formula: C12H11NO
Source: the OMol25 dataset
Level of theory: the ωB97M-V functional and the def2-TZVPD basis

The geometry in XYZ format:
```
25
Properties=species:S:1:pos:R:3:forces:R:3
C 2.647 1.243 1.363 1.796 0.018 2.797
C 1.696 0.668 0.375 2.702 1.419 -1.350
C 1.696 -0.489 -0.247 -0.887 -1.465 0.358
C 0.909 -1.484 -0.578 -0.088 -0.030 -0.314
C 0.973 -2.510 -1.694 -1.565 -1.504 0.789
C -0.173 -1.438 0.495 1.384 -1.719 0.802
O -0.065 -2.192 1.466 -0.922 0.951 -1.210
C -1.222 -0.454 0.293 -3.025 0.614 -0.437
C -2.559 -0.823 0.616 3.009 -1.138 0.527
N -3.396 0.167 0.336 2.272 1.272 -1.246
C -2.674 1.222 -0.159 0.634 1.177 -2.375
C -1.328 0.889 -0.340 -1.155 -2.033 2.695
C -0.259 1.798 -0.552 -0.165 0.289 -1.036
C 1.041 1.695 -0.369 -1.553 -1.099 0.940
H 2.281 2.067 1.988 -0.898 0.033 -0.601
H 3.681 1.684 1.153 -1.307 -1.062 -0.900
H 2.822 0.513 2.161 0.314 -0.296 -0.232
H 1.195 -2.063 -2.649 -0.285 0.175 -0.387
H 0.086 -3.293 -1.744 1.301 2.215 0.065
H 1.767 -3.194 -1.490 0.937 -0.347 0.203
H -2.794 -1.791 1.034 -0.443 0.271 0.131
H -4.284 0.333 0.657 -2.487 -0.245 0.694
H -3.142 2.052 -0.735 0.095 -0.574 1.174
H -0.380 2.804 -0.835 -1.681 1.016 -0.813
H 1.483 2.597 -0.546 2.021 2.061 -0.273
```
Forces are in eV/Å.

Computed properties:
Energy relative to the best compared isomer or geometry (same formula, charge and spin)   102.50 kcal per mole
Charge   0
SMILES   CC1=C=C(C)C(=O)c2c[nH]cc2/C=C\1
Gap between HOMO and LUMO   8.559 eV
E   -16155.5395 eV

Just the natural (NBO) charges please, in e? Sure, here they are:
1 C -0.6600
2 C -0.0814
3 C 0.0978
4 C -0.1505
5 C -0.6348
6 C 0.5652
7 O -0.5548
8 C -0.2202
9 C 0.0122
10 N -0.4849
11 C -0.0592
12 C -0.1024
13 C -0.1991
14 C -0.1704
15 H 0.2250
16 H 0.2372
17 H 0.2299
18 H 0.2272
19 H 0.2257
20 H 0.2316
21 H 0.2299
22 H 0.4151
23 H 0.2152
24 H 0.2105
25 H 0.1950

---

Entry 6:
Formula: C12H11NO4S2
Source: the OMol25 dataset
Level of theory: the ωB97M-V functional and the def2-TZVPD basis

The geometry in XYZ format:
```
30
Properties=species:S:1:pos:R:3:forces:R:3
O 1.403 -3.668 -2.876 -0.066 0.019 0.047
C 1.348 -2.788 -2.054 0.060 -0.408 -0.393
O 2.377 -1.973 -1.801 0.321 0.468 0.271
C 0.151 -2.491 -1.226 -0.212 0.092 0.190
C -0.996 -3.261 -1.409 0.269 0.081 -0.048
C -2.133 -3.016 -0.659 -0.011 0.098 0.101
C -2.134 -1.993 0.276 -0.112 -0.111 -0.018
C -0.991 -1.235 0.449 0.046 0.488 0.346
S -1.028 0.110 1.625 -0.284 0.352 -0.064
O 0.311 0.551 1.886 -0.060 -0.329 -0.246
O -1.863 -0.227 2.737 -0.269 -0.124 -0.061
N -1.901 1.240 0.733 0.144 -0.804 0.461
C -1.213 1.822 -0.406 0.173 0.053 -0.217
C 0.017 2.591 -0.042 0.441 0.179 -0.320
C 0.109 3.703 0.739 -0.146 -0.216 -0.258
C 1.439 4.141 0.919 0.163 0.032 0.033
C 2.336 3.358 0.270 0.023 -0.306 -0.181
S 1.577 2.065 -0.565 -0.271 0.526 0.185
C 0.154 -1.466 -0.282 0.174 -0.112 -0.118
H 3.134 -2.206 -2.361 -0.282 -0.164 -0.016
H -0.971 -4.051 -2.145 -0.002 -0.052 -0.049
H -3.016 -3.620 -0.803 -0.068 -0.041 0.001
H -2.996 -1.772 0.884 -0.174 -0.040 0.027
H -2.291 1.928 1.361 -0.090 0.026 0.255
H -1.930 2.467 -0.927 0.091 -0.189 0.035
H -0.949 0.995 -1.070 -0.096 0.163 -0.153
H -0.743 4.196 1.174 -0.188 0.075 0.085
H 1.709 5.001 1.505 0.093 0.138 0.084
H 3.403 3.458 0.230 0.221 0.070 0.023
H 1.031 -0.861 -0.111 0.113 0.037 -0.004
```
Forces are in eV/Å.

Computed properties:
Charge   0
SMILES   O=C(O)c1cccc(S(=O)(=O)NCc2cccs2)c1
Gap between HOMO and LUMO   8.800 eV
E   -43972.9030 eV

Just the natural (NBO) charges please, in e? Sure, here they are:
1 O -0.5847
2 C 0.7778
3 O -0.6792
4 C -0.1813
5 C -0.1252
6 C -0.2224
7 C -0.1652
8 C -0.2709
9 S 2.2923
10 O -0.9271
11 O -0.9345
12 N -0.8499
13 C -0.2711
14 C -0.2181
15 C -0.2524
16 C -0.2493
17 C -0.4090
18 S 0.4501
19 C -0.1853
20 H 0.5056
21 H 0.2420
22 H 0.2260
23 H 0.2429
24 H 0.4028
25 H 0.2281
26 H 0.2170
27 H 0.2150
28 H 0.2248
29 H 0.2360
30 H 0.2650